Below is a 6-piece molecular cluster, C34H71ClNO15S overall, with properties calculated with ωB97M-V/def2-TZVPD.

F_max	0.0427	Eh/bohr
total charge	+1
lowest unoccupied orbital energy	-4.643	eV
E_HOMO	-12.2	eV
total energy	-91960.899	eV

Element x y z (Å)
Cl -1.07 0.02 -2.53
S 0.56 -0.24 -1.30
O -4.18 2.45 3.59
O -0.42 7.07 5.65
O 1.01 8.68 5.74
O 4.89 -8.25 2.22
O 3.79 -6.73 0.97
O -4.42 0.81 5.13
O -3.45 2.80 5.60
O -3.43 -4.32 -6.28
O -2.18 -2.72 -5.55
O 12.29 -6.20 3.41
O -2.35 -4.61 -4.32
O 5.68 -6.17 1.84
O 10.43 -5.14 2.70
O 11.91 -4.21 4.13
O 0.77 7.55 3.79
N 1.82 -0.75 -2.34
C 3.04 -1.85 -0.33
C 2.50 -2.92 0.72
C -3.25 2.34 6.93
C -2.29 4.62 0.63
C 1.21 -2.30 1.43
C 1.09 1.37 -0.56
C -6.98 0.72 -4.99
C 6.83 -6.50 2.64
C 11.91 -7.33 2.62
C -1.06 6.03 4.91
C -0.07 2.42 -0.80
C -3.99 -5.63 -6.13
C -3.95 1.91 -4.06
C 11.10 -3.04 4.16
C -2.85 4.04 -0.72
C -4.61 1.67 -5.49
C -2.28 3.69 -3.21
C -4.06 1.90 4.81
C -4.82 1.60 2.64
C 4.80 -7.16 1.73
C -7.55 -0.19 -3.86
C 0.48 7.75 4.94
C -2.63 -3.95 -5.29
C 2.76 -7.69 0.76
C 2.00 9.49 5.11
C 2.39 -2.00 -1.76
C -3.73 3.44 -3.75
C -1.30 -2.20 -4.56
C -2.29 4.73 -2.01
C -5.50 0.37 -5.38
C -0.98 3.94 1.15
C 0.13 3.73 0.07
C 11.44 -5.18 3.35
C -7.07 0.26 -2.42
H 3.00 -0.82 0.10
H 4.12 -2.09 -0.44
H 7.47 -5.62 2.66
H -2.24 5.72 0.55
H -0.54 4.62 1.92
H -4.63 1.48 -3.29
H -2.75 3.15 7.48
H -5.01 -0.34 -4.69
H -5.84 1.36 2.95
H 1.09 3.57 0.63
H 1.18 -2.66 2.47
H -4.87 2.14 1.69
H 10.95 -7.73 2.96
H 2.26 -3.82 0.14
H 2.50 0.02 -2.33
H -4.62 -5.82 -6.99
H -5.52 -0.07 -6.40
H -1.01 1.94 -0.47
H 1.32 -1.19 1.38
H 1.57 10.04 4.27
H -3.20 -6.38 -6.10
H 6.53 -6.74 3.66
H -3.78 1.45 -6.19
H 3.17 -2.38 -2.45
H -1.57 4.06 -3.97
H -4.24 0.69 2.48
H 11.86 -7.06 1.56
H 3.31 -3.06 1.46
H -8.66 -0.10 -3.87
H 1.20 1.17 0.53
H 10.11 -3.26 4.55
H 1.58 -2.75 -1.68
H -7.03 1.81 -4.73
H 2.85 8.88 4.78
H 3.15 -8.57 0.24
H -0.06 2.73 -1.85
H -7.25 -1.26 -3.98
H -1.61 6.44 4.06
H -6.66 1.29 -2.43
H 0.29 -2.64 0.90
H -6.32 -0.44 -2.00
H -1.81 -2.13 -3.61
H -2.99 1.34 -4.00
H -1.15 2.98 1.68
H -7.97 0.22 -1.76
H -4.60 -5.69 -5.23
H -3.87 3.97 -4.72
H -2.86 5.65 -2.29
H -2.60 1.46 6.95
H -0.34 5.29 4.58
H 2.00 -7.23 0.13
H 2.06 1.71 -0.96
H -0.41 -2.83 -4.48
H 12.67 -8.09 2.75
H 11.58 -2.32 4.82
H -5.20 2.56 -5.77
H 7.38 -7.33 2.19
H -1.23 5.06 -1.90
H -1.00 -1.21 -4.88
H 11.02 -2.60 3.16
H 2.30 -7.98 1.71
H -4.52 3.85 -3.08
H -4.20 2.13 7.42
H -2.79 2.93 -0.80
H -7.61 0.56 -5.89
H -1.78 5.55 5.58
H 2.35 10.21 5.85
H 0.33 4.62 -0.57
H -3.07 4.41 1.40
H -1.89 2.72 -2.84
H -3.95 4.27 -0.72